[1]
C15H25O5P | the ωB97M-V functional and the def2-TZVPD basis

Each line ends with the Mulliken charge.
Geometry (Å):
C: -1.123 2.212 -2.190  -0.84
C: -0.926 0.795 -2.699  -0.49
O: 0.034 0.091 -1.929  -0.13
P: 1.603 0.368 -2.195  0.67
O: 1.886 0.780 -3.574  -0.84
C: 2.176 1.464 -0.831  -0.61
C: 1.684 0.952 0.468  0.48
C: 2.276 0.197 1.434  -1.20
C: 1.288 -0.027 2.426  -0.35
C: 0.160 0.604 1.995  -0.77
C: -1.223 0.709 2.571  2.67
C: -1.216 0.306 4.045  -2.00
C: -1.722 2.153 2.435  -1.79
C: -2.160 -0.224 1.758  -0.89
C: -1.594 -1.629 1.656  0.65
C: -1.198 -2.053 0.270  -0.70
O: -1.478 -2.352 2.614  -0.61
O: 0.398 1.198 0.800  -0.11
O: 2.275 -1.006 -1.732  -0.28
C: 2.528 -2.002 -2.716  -0.37
C: 1.290 -2.833 -3.007  -0.87
H: -1.287 2.202 -1.115  -0.01
H: -1.978 2.669 -2.682  0.47
H: -0.235 2.802 -2.406  0.28
H: -1.850 0.214 -2.612  0.36
H: -0.603 0.815 -3.745  0.39
H: 3.264 1.471 -0.857  0.45
H: 1.805 2.471 -1.024  0.24
H: 3.287 -0.154 1.441  0.56
H: 1.409 -0.587 3.329  0.60
H: -0.984 -0.750 4.152  0.36
H: -0.477 0.887 4.591  0.43
H: -2.194 0.489 4.483  0.45
H: -1.692 2.477 1.398  0.19
H: -1.093 2.819 3.022  0.42
H: -2.745 2.234 2.797  0.44
H: -2.302 0.192 0.761  0.13
H: -3.123 -0.271 2.271  0.62
H: -0.491 -1.343 -0.154  -0.18
H: -2.081 -2.063 -0.369  0.38
H: -0.757 -3.046 0.292  0.37
H: 2.877 -1.514 -3.633  0.36
H: 3.328 -2.622 -2.304  0.32
H: 0.518 -2.200 -3.439  0.20
H: 0.910 -3.271 -2.088  0.17
H: 1.535 -3.626 -3.709  0.42

## Properties
HOMO energy	-0.3071	hartree
energy relative to the best compared isomer or geometry (same formula, charge and spin)	0.8	kcal/mol
net charge	0
structure (SMILES)	CCOP(=O)(Cc1ccc(C(C)(C)CC(C)=O)o1)OCC
molar mass	316.33	g mol⁻¹
2S+1	1
energy	-1304.21199	Ha
HOMO-LUMO gap	9.1	eV



[2]
C15H26BrFN4O6PS | the ωB97M-V functional and the def2-TZVPD basis

Each line ends with the Mulliken charge.
Geometry (Å):
O: 2.291 3.627 5.368  -0.43
C: 1.743 4.402 4.637  -0.22
C: 1.480 4.081 3.181  -0.70
C: 0.171 3.304 2.973  0.22
C: -1.037 3.972 3.646  -0.89
Br: -2.441 2.611 3.827  -0.05
N: -1.588 5.093 2.885  -0.08
C: -1.687 4.831 1.523  0.24
N: -2.772 5.176 0.911  -0.05
C: -3.904 5.840 1.553  -0.41
C: -4.760 4.827 2.302  0.51
O: -5.157 3.831 1.822  -0.40
F: -4.996 5.168 3.559  -0.23
N: -0.698 4.202 0.791  -0.23
C: -0.127 3.041 1.492  -0.48
N: 1.063 2.568 0.774  -0.69
C: 1.225 1.355 0.892  0.56
S: 1.394 -0.163 1.072  -0.32
H: 1.441 5.402 5.008  0.40
H: 2.320 3.498 2.811  0.46
H: 1.457 4.998 2.581  0.32
H: 0.284 2.337 3.464  0.49
H: -0.821 4.279 4.662  0.62
H: -1.135 5.979 3.092  0.31
H: -2.853 4.957 -0.076  0.33
H: -4.521 6.300 0.786  0.39
H: -3.600 6.619 2.243  0.33
H: 0.031 4.844 0.487  0.33
H: -0.854 2.228 1.458  0.66
O: 1.707 -3.131 -2.041  -0.76
P: 1.334 -4.367 -2.764  1.10
O: 1.762 -4.129 -4.305  -0.34
C: 3.151 -4.090 -4.650  -0.32
C: 3.801 -5.461 -4.609  -0.93
O: -0.283 -4.150 -2.893  -0.38
C: -0.918 -3.250 -1.977  -0.24
C: -0.998 -1.826 -2.480  -1.16
O: 1.230 -5.980 -2.852  -0.28
C: 1.253 -6.755 -1.627  -0.30
C: 0.019 -6.530 -0.775  -0.98
H: 3.675 -3.391 -3.991  0.27
H: 3.200 -3.690 -5.662  0.32
H: 3.858 -5.840 -3.585  0.22
H: 4.814 -5.415 -5.008  0.40
H: 3.222 -6.179 -5.189  0.25
H: -0.398 -3.253 -1.018  0.25
H: -1.915 -3.660 -1.805  0.41
H: -0.022 -1.476 -2.813  0.30
H: -1.362 -1.173 -1.683  0.31
H: -1.668 -1.737 -3.336  0.31
H: 2.159 -6.521 -1.065  0.30
H: 1.314 -7.798 -1.930  0.35
H: 0.003 -5.519 -0.359  0.21
H: 0.002 -7.233 0.058  0.42
H: -0.886 -6.654 -1.366  0.26

## Properties
HOMO energy	-0.4324	hartree
net charge	+1
molar mass	520.34	g mol⁻¹
2S+1	1
energy	-4670.83147	Ha
HOMO-LUMO gap	7.0	eV



[3]
C15H26ClCoO2P2 | the ωB97M-V functional and the def2-TZVPD basis

Each line ends with the Mulliken spin population.
Geometry (Å):
C: 0.371 -0.155 -4.590  0.01
C: 1.404 -0.043 -3.629  0.00
H: 0.792 -0.134 -5.613  0.00
H: -0.287 0.740 -4.526  0.00
H: -0.165 -1.130 -4.490  0.00
O: 2.327 -0.039 -2.922  0.01
Cl: -2.351 -0.046 -0.695  0.30
Co: -0.224 0.085 -0.166  2.72
P: -0.227 2.303 -0.513  0.12
C: 0.931 3.455 0.272  0.01
C: -0.186 2.858 -2.260  0.02
H: -0.032 3.947 -2.326  0.01
H: -2.000 3.929 0.015  0.00
H: -1.151 2.561 -2.664  -0.01
H: -2.608 2.337 -0.585  0.01
H: 1.971 3.168 0.063  0.00
H: 0.599 2.313 -2.801  -0.01
C: -1.883 2.841 0.065  0.03
H: 0.717 4.455 -0.126  0.00
H: -2.058 2.462 1.078  0.00
H: 0.798 3.465 1.357  0.00
P: -0.016 -2.217 -0.325  0.15
C: 1.239 -3.181 0.619  0.01
C: -1.632 -2.806 0.317  0.03
H: -0.878 -2.886 -2.423  -0.01
H: 0.351 -4.065 -1.831  0.01
H: 0.859 -2.481 -2.562  -0.01
C: 0.098 -3.001 -1.953  0.02
H: -2.382 -2.412 -0.382  0.01
H: -1.678 -3.897 0.371  0.00
H: 1.095 -4.246 0.370  0.00
H: 1.129 -3.037 1.705  0.00
H: -1.837 -2.360 1.295  0.00
H: 2.253 -2.857 0.324  0.00
C: 1.565 0.143 -0.092  0.07
O: 2.706 0.219 0.125  0.04
C: -0.756 0.272 4.855  0.00
C: -0.568 -0.955 4.209  0.02
C: -0.330 -0.991 2.820  -0.07
C: -0.254 0.173 2.065  0.53
C: -0.427 1.382 2.719  -0.06
C: -0.668 1.445 4.103  0.02
H: -0.963 0.316 5.921  0.00
H: -0.656 -1.896 4.782  0.00
H: -0.220 -1.985 2.366  0.01
H: -0.393 2.315 2.162  0.01
H: -0.830 2.421 4.571  0.00

## Properties
HOMO energy (alpha / beta)	-0.5099 / -0.5374	hartree
expectation value of S²	6.0335
energy relative to the best compared isomer or geometry (same formula, charge and spin)	14.0	kcal/mol
net charge	+2
molar mass	394.70	g mol⁻¹
2S+1	5
energy	-3262.56513	Ha
HOMO-LUMO gap (alpha / beta)	5.1 / 5.8	eV



[4]
C15H26N | the ωB97M-V functional and the def2-TZVPD basis

Each line ends with the Mulliken charge.
Geometry (Å):
C: -4.439 1.453 5.221  -1.27
C: -3.434 1.299 4.049  -0.40
N: -3.342 0.040 3.218  0.04
C: -2.801 -1.166 3.943  0.38
C: -3.664 -2.078 4.780  -1.38
C: -2.235 0.339 1.961  -0.11
C: -3.070 -0.276 0.867  -1.66
C: -0.689 0.163 1.899  0.65
C: 0.220 1.267 1.926  1.19
C: -0.267 2.700 2.085  -1.53
C: 1.610 1.087 1.809  -0.96
C: 2.208 -0.158 1.560  0.25
C: 3.668 -0.270 1.250  -1.50
C: 1.339 -1.250 1.563  -1.05
C: -0.064 -1.089 1.640  1.52
C: -0.815 -2.424 1.558  -1.37
H: -4.312 2.524 5.501  0.39
H: -5.477 1.290 4.925  0.34
H: -4.251 0.837 6.117  0.29
H: -3.518 2.186 3.373  0.43
H: -2.415 1.289 4.466  0.31
H: -4.174 -0.120 2.595  0.51
H: -2.387 -1.727 3.119  -0.60
H: -1.981 -0.769 4.554  0.33
H: -3.157 -3.037 4.697  0.41
H: -3.706 -1.910 5.853  0.35
H: -4.674 -2.225 4.422  0.35
H: -2.450 1.466 1.974  0.10
H: -3.987 0.313 0.868  0.54
H: -2.627 -0.301 -0.127  0.35
H: -3.385 -1.306 1.133  0.41
H: 0.613 3.371 2.011  0.40
H: -0.943 3.023 1.264  0.33
H: -0.772 2.809 3.071  0.24
H: 2.242 1.988 1.820  0.33
H: 3.995 -1.299 1.191  0.38
H: 3.942 0.230 0.324  0.33
H: 4.277 0.185 2.020  0.38
H: 1.740 -2.274 1.398  0.20
H: -0.052 -3.239 1.472  0.40
H: -1.417 -2.601 2.473  0.42
H: -1.453 -2.522 0.652  0.30

## Properties
HOMO energy	-0.4395	hartree
energy relative to the best compared isomer or geometry (same formula, charge and spin)	38.1	kcal/mol
net charge	+1
structure (SMILES)	CC[NH+](CC)[C@H](C)c1c(C)cc(C)cc1C
molar mass	220.38	g mol⁻¹
2S+1	1
energy	-641.61884	Ha
HOMO-LUMO gap	9.3	eV



[5]
C15H26N6O3 | the ωB97M-V functional and the def2-TZVPD basis

Each line ends with the Mulliken charge.
Geometry (Å):
C: -4.246 2.810 0.354  -1.12
N: -3.272 1.715 0.297  -0.05
C: -3.134 0.741 -0.606  0.14
O: -3.979 0.588 -1.474  -0.69
C: -1.759 0.019 -0.620  0.26
C: -0.874 0.338 -1.876  -1.08
C: 0.268 -0.533 -1.943  0.64
C: 1.496 -0.152 -2.273  -0.27
N: 2.443 -1.187 -2.236  -0.75
C: 1.739 -2.300 -1.934  -0.43
N: 0.478 -1.887 -1.699  0.03
N: -0.819 0.170 0.477  0.27
C: -0.339 -0.822 1.245  0.02
O: -0.523 -2.010 1.020  -0.71
C: 0.433 -0.372 2.504  0.51
C: 1.621 -1.278 2.771  -1.31
C: 2.749 -1.335 1.758  0.31
C: 3.870 -0.316 1.821  -0.61
C: 4.674 -0.120 0.485  -0.68
N: 4.024 0.486 -0.613  -0.63
N: 0.761 1.084 2.771  -0.06
C: -0.070 2.138 2.798  0.78
C: 0.385 3.459 3.441  -1.28
O: -1.237 2.177 2.494  -0.75
H: -4.929 2.793 1.205  0.28
H: -3.652 3.694 0.509  0.35
H: -4.583 2.930 -0.624  0.45
H: -2.499 1.871 0.950  0.09
H: -2.178 -1.019 -0.680  0.40
H: -1.480 0.243 -2.851  0.31
H: -0.499 1.306 -1.721  0.34
H: 1.772 0.915 -2.563  0.31
H: 2.095 -3.286 -1.945  0.43
H: -0.335 -2.428 -1.347  0.28
H: -0.773 1.019 0.925  0.17
H: -0.314 -0.643 3.274  0.15
H: 1.187 -2.282 2.880  0.52
H: 2.118 -0.954 3.733  0.44
H: 3.152 -2.301 1.913  0.47
H: 2.212 -1.171 0.871  -0.54
H: 3.609 0.683 2.239  0.15
H: 4.520 -0.727 2.562  0.39
H: 4.968 -1.204 0.206  0.25
H: 5.516 0.492 0.717  0.51
H: 3.519 -0.239 -1.154  0.27
H: 4.736 0.677 -1.279  0.27
H: 1.719 1.333 2.916  0.13
H: -0.387 3.896 4.088  0.33
H: 1.283 3.309 3.987  0.40
H: 0.798 4.114 2.645  0.29

## Properties
HOMO energy	-0.3195	hartree
energy relative to the best compared isomer or geometry (same formula, charge and spin)	47.1	kcal/mol
net charge	0
structure (SMILES)	CNC(=O)[C@@H](Cc1cnc[nH]1)NC(=O)[C@@H](CCCCN)NC(C)=O
molar mass	338.41	g mol⁻¹
2S+1	1
energy	-1141.41288	Ha
HOMO-LUMO gap	9.2	eV



Q: The highest energy belongs to which entry?
A: C15H26N